67
Properties=species:S:1:pos:R:3:forces:R:3 method="wB97M-V/def2-TZVPD" largest_force_ev_per_a=3.07 multiplicity=3 charge=+3 orbital_gap_ev="6.76 / 7.02" de_lowest_kcal_mol=0.0 lumo_energy_ev="-9.640 / -9.374"
V -0.545986 -1.337809 1.405922 1.509 -1.380 2.044
S 1.560997 -0.475058 -2.821087 -1.400 -1.385 1.832
P 3.784712 1.323173 -0.985985 -0.270 -0.362 -0.044
P -2.406544 -1.483602 0.085476 -2.092 0.037 -1.410
P -0.607000 0.945766 1.549177 -0.383 2.366 0.350
O -0.451381 -1.885635 3.533398 0.096 0.373 -2.022
N 1.348087 -0.775797 4.461367 -0.234 -0.700 -0.132
N -0.439282 -1.501628 5.766058 0.466 -0.327 -1.711
C -2.527945 0.073549 -4.693104 0.285 -0.533 0.050
C -0.565557 1.127893 -3.725063 0.182 -0.776 0.407
C 3.624701 0.635803 0.667053 0.182 -0.190 0.217
C -2.106449 1.400893 2.490425 -0.116 -0.165 0.093
C -0.583582 -1.277042 -4.190724 -0.333 0.375 0.401
C -3.272758 -0.165057 -0.837513 0.061 0.103 0.136
C -0.709384 2.020677 0.078096 -0.040 -0.162 -0.260
C -2.532936 -2.928853 -1.029305 0.252 -0.372 0.103
C 5.524164 1.217465 -1.436387 0.340 -0.028 -0.236
C -1.871019 1.216049 -4.225012 0.169 0.136 -0.195
C 0.636419 -1.671092 -1.225660 1.234 0.307 -2.792
C 0.664608 1.798531 2.540920 0.282 -0.066 0.280
C 1.027493 -1.607363 0.211178 0.018 0.356 1.119
C -1.891735 -1.182653 -4.665781 0.161 0.551 0.017
C 0.159357 -1.447142 4.537866 -0.120 0.851 2.147
C 3.168348 3.006100 -0.875147 -0.044 0.355 -0.212
C -3.459139 -1.879091 1.520825 -0.061 0.030 0.099
C 0.051313 -0.143243 -3.634630 -1.121 -0.032 -0.982
H -3.015765 1.242436 1.901699 0.142 0.071 0.130
H 2.574582 3.137217 0.041861 0.245 -0.026 -0.297
H -2.381509 2.185531 -4.274377 0.328 -0.395 -0.051
H 4.011131 3.709667 -0.868279 -0.327 -0.050 -0.012
H 1.920168 -1.016952 0.448863 -0.291 -0.538 -0.156
H -2.396084 -2.079807 -5.023931 0.099 0.310 -0.093
H 2.524793 3.193995 -1.745035 0.240 0.178 0.196
H -4.177842 -1.071514 1.692102 0.102 -0.178 0.087
H -2.024436 2.460262 2.760128 -0.152 -0.188 -0.062
H 0.000375 2.002407 -3.393569 -0.389 -0.175 -0.042
H 2.567714 0.651133 0.962442 0.446 0.015 -0.094
H -3.521832 0.140925 -5.129904 0.134 0.107 0.208
H -0.058728 -2.231454 -4.203065 -0.123 0.182 0.011
H -3.985511 -2.796926 1.250699 -0.093 0.076 0.401
H -1.333086 -1.982339 5.789328 0.307 0.101 0.261
H 4.002933 -0.396348 0.649973 -0.081 0.271 0.177
H -3.319377 -3.587615 -0.637356 0.184 0.135 -0.275
H 2.801004 0.592995 -1.858332 1.264 0.829 0.832
H 5.961393 0.292756 -1.025647 -0.249 0.276 -0.173
H -1.402671 1.613947 -0.664504 0.189 0.126 0.114
H 0.088696 -1.391206 6.620096 -0.162 -0.007 -0.043
H -2.768973 -2.631149 -2.060717 0.070 0.044 0.344
H 1.020801 -2.587362 -1.692039 -0.597 0.042 0.224
H 5.655308 1.205847 -2.528411 -0.062 0.084 0.335
H 1.573499 1.973824 1.957137 -0.243 0.026 0.155
H 0.272225 2.117697 -0.399982 -0.163 -0.044 0.104
H 1.827842 -0.530017 5.322088 -0.063 -0.096 -0.262
H -2.865548 -2.044901 2.436476 -0.333 -0.046 -0.146
H 0.930764 1.218143 3.435150 -0.156 0.296 -0.309
H 6.073526 2.073046 -1.013519 -0.215 -0.236 -0.135
H -2.745813 0.052073 -1.778409 -0.144 -0.124 0.173
H -3.366729 0.761862 -0.256406 -0.016 -0.321 -0.140
H 0.259237 2.768113 2.859307 0.112 -0.198 -0.129
H -4.280105 -0.546647 -1.056076 0.236 0.108 -0.045
H -1.067551 3.012041 0.387539 0.151 -0.214 -0.041
H 1.108656 -2.632644 0.674251 0.451 0.213 -0.488
H -1.587406 -3.487097 -1.042355 -0.292 0.022 -0.036
H -0.421583 -1.506154 -1.477895 0.716 0.077 -0.163
H -2.179524 0.807249 3.410216 0.009 0.140 -0.138
H 4.208087 1.234597 1.379930 -0.088 -0.178 -0.159
H 1.937832 -0.932441 3.648168 -0.209 -0.078 0.439



67
Properties=species:S:1:pos:R:3:forces:R:3 method="wB97M-V/def2-TZVPD" largest_force_ev_per_a=3.67 multiplicity=6 charge=+3 orbital_gap_ev="5.78 / 4.93" lumo_energy_ev="-8.645 / -12.591"
Ru 0.518352 0.187473 0.177134 -0.967 -1.426 2.841
Se -2.007271 -2.030895 -1.150361 0.448 0.293 -0.688
S 2.192303 1.710590 0.499183 1.212 0.435 -0.192
P 0.070939 -0.748307 2.411370 -0.318 -1.216 3.075
P -0.912679 1.949317 0.462938 -2.282 2.355 -0.563
P 1.662433 -1.818826 -0.329350 0.540 -1.230 -1.363
N 3.051704 1.682824 3.018580 1.043 0.001 -0.303
N 4.648487 1.845248 1.335573 -1.301 0.348 -0.372
C 1.219635 1.170887 -1.995077 0.328 0.174 -1.701
C -1.149780 -2.072287 2.873214 -0.321 0.185 -0.384
C -0.416515 0.465560 3.727694 0.160 -0.243 0.008
C -2.663282 1.732021 0.937006 -0.166 0.042 0.233
C -4.295570 -1.259333 -2.538395 -0.916 0.093 -1.775
C -2.958348 0.247334 -4.496759 1.519 0.319 1.146
C 3.228298 -1.741188 0.555196 0.108 -0.252 0.421
C -2.930280 -0.919092 -2.389778 -1.585 -0.890 0.678
C 0.762022 0.755975 -3.180939 -0.012 0.354 -0.240
C 3.367615 1.698861 1.717730 1.221 0.231 1.368
C -4.923899 -0.981530 -3.762849 0.044 -0.622 2.011
C 0.924685 -3.451103 -0.048261 -0.247 -0.357 0.096
C -1.156391 2.901371 -1.069340 0.078 0.083 -0.090
C 1.414205 -1.568791 3.423137 0.167 0.240 -0.007
C -2.350987 0.005503 -3.257625 0.318 0.928 -1.519
C -0.275502 3.286630 1.538503 0.361 0.235 0.401
C 2.236387 -1.843882 -2.051530 -0.265 -0.348 0.044
C -4.222676 -0.266772 -4.758038 -0.296 -0.134 -0.661
H 2.973818 -1.043451 -2.167389 -0.130 -0.216 -0.211
H 3.843898 -0.960492 0.085981 -0.149 -0.265 0.218
H -0.171958 3.232846 -1.399400 -0.243 0.030 -0.255
H -1.616175 2.239123 -1.809860 0.143 0.364 -0.053
H -2.411030 0.832642 -5.234663 -0.308 -0.054 0.137
H -4.791020 -1.797407 -1.739034 -0.083 -0.110 -0.262
H -0.096009 -3.486240 -0.485520 0.865 -0.118 0.328
H 1.339857 -1.605662 -2.618706 0.342 -0.314 -0.263
H -1.406261 0.465733 -2.986529 -0.056 -0.200 -0.255
H -0.286224 -0.062002 4.694947 -0.195 0.554 -0.454
H 2.178436 1.289502 3.354172 0.328 0.446 -0.111
H 1.519013 2.228200 -1.874852 -0.453 -0.808 0.197
H -3.099614 0.882170 0.394054 0.113 0.162 0.187
H -2.742136 1.555234 2.014526 -0.163 -0.052 -0.216
H 4.783884 2.185728 0.382103 0.235 -0.309 0.450
H 1.708383 -2.558910 3.038251 -0.037 0.481 0.026
H 1.465654 0.404683 -1.186165 1.453 0.888 -3.251
H 0.829215 3.263719 1.575603 -0.847 0.080 0.103
H -1.002896 -2.301087 3.946679 -0.156 0.165 -0.595
H 2.285624 -0.903054 3.486747 -0.029 -0.440 0.102
H 1.535420 -4.246799 -0.504533 -0.193 0.281 0.199
H 2.635990 -2.808991 -2.386934 0.026 0.263 0.197
H -1.463657 0.780040 3.625713 0.328 -0.048 0.031
H 3.010597 -1.489368 1.597773 0.485 -0.115 -0.219
H -1.774672 3.793140 -0.911303 -0.008 -0.295 0.070
H -0.551883 4.258535 1.104976 -0.193 -0.300 0.275
H -5.942007 -1.328258 -3.934047 0.230 0.122 -0.028
H 0.453275 1.481005 -3.949307 0.443 -0.240 0.293
H 3.729690 -2.716259 0.485079 0.053 0.305 0.130
H 5.409169 1.946341 1.988347 0.121 0.013 0.145
H -0.668816 3.191056 2.555889 0.001 0.163 -0.189
H -4.686690 -0.103844 -5.733932 0.088 0.031 0.316
H -2.173162 -1.715750 2.713832 0.108 -0.166 0.034
H -2.159612 -3.190229 -2.095545 -0.242 0.282 0.596
H 0.847683 -3.633704 1.031091 -0.021 -0.079 -0.248
H 0.227126 1.355171 3.686935 -0.294 -0.141 0.170
H 0.689639 -0.291705 -3.478718 -0.262 0.509 0.187
H 3.778284 1.995274 3.672477 -0.681 -0.485 -0.010
H 1.002484 -1.720308 4.440242 0.292 0.119 -0.547
H -3.241661 2.634874 0.679115 0.260 -0.298 0.197
H -0.995543 -2.989085 2.292948 -0.041 0.194 0.112



69
Properties=species:S:1:pos:R:3:forces:R:3 method="wB97M-V/def2-TZVPD" largest_force_ev_per_a=8.74 multiplicity=1 charge=+4 orbital_gap_ev="3.48 / 3.50" lumo_energy_ev="-17.262 / -17.253"
Zr 0.107121 0.203469 -0.192085 0.321 1.687 4.367
P 1.421255 0.612542 -2.305832 0.738 0.223 -1.863
P -1.779152 -0.937074 2.552255 -3.103 -1.871 3.236
O -1.895874 -1.946083 -1.885830 4.183 4.291 2.628
O 2.083074 -2.625121 0.057192 -3.270 5.821 -0.790
O -0.767398 -0.303679 1.609936 2.540 1.539 -4.974
O -2.467313 2.404001 -0.976214 5.650 -4.114 1.269
N -2.109408 0.259024 3.625208 0.496 -0.104 -0.639
N -3.131354 -1.389989 1.731062 0.675 0.862 -0.985
N -1.178868 -2.328136 3.162279 0.427 0.577 -0.385
C -2.054474 1.638486 3.092217 -0.025 0.149 -0.013
C 2.043527 2.124574 -0.024534 0.164 0.045 -0.360
C 3.118705 -0.145337 -4.357204 0.129 -0.032 -0.127
C -1.535901 1.716874 -0.771663 -6.893 5.102 -1.697
C -1.126805 -3.487067 2.236169 -0.306 -0.204 0.176
C 0.799452 1.838081 -3.525551 -0.587 0.352 -0.123
C -3.744710 -0.412385 0.818076 -0.363 -0.115 0.506
C 2.289593 -0.706705 -3.197516 0.050 -0.834 0.001
C 0.488946 3.215980 -2.919130 0.210 -0.131 -0.106
C 3.930843 0.705790 -0.961476 -0.101 0.293 0.020
C 1.313561 -1.797494 -3.660990 0.095 -0.120 -0.351
C 0.096681 -2.231735 3.901241 0.100 -0.038 0.531
C -1.160152 -1.183299 -1.389734 -5.351 -5.571 -3.596
C 1.495562 -1.620490 -0.067248 4.117 -7.165 0.781
C -4.154502 -2.154172 2.459234 -0.788 -0.279 0.382
C 2.683324 1.539847 -1.300140 -0.012 -0.544 0.177
C -0.423955 1.284872 -4.272927 0.145 -0.031 -0.295
C -1.773601 0.188737 5.044459 0.273 0.103 0.839
H -4.892233 -2.490196 1.717613 0.256 -0.059 0.269
H 1.658184 1.928452 -4.213873 -0.258 0.023 0.181
H -4.626482 -0.889550 0.369047 0.322 0.253 -0.028
H -2.100973 -3.664149 1.772916 0.344 -0.053 0.066
H 4.567639 1.323990 -0.313833 0.001 -0.273 -0.134
H 1.907634 -2.643274 -4.045455 -0.356 0.257 0.087
H 1.260208 2.874792 -0.208011 -0.175 -0.099 0.036
H 4.502340 0.450760 -1.861936 -0.131 -0.003 0.324
H 0.014112 -1.536943 4.745251 0.141 -0.294 -0.296
H -1.262461 1.057129 -3.594931 0.124 0.088 -0.110
H -2.361726 0.952941 5.571878 0.091 -0.369 -0.112
H 3.679224 -0.218238 -0.412705 0.206 0.255 -0.100
H -2.016316 -0.798852 5.454542 0.068 0.308 -0.069
H -3.725661 -3.023140 2.958077 -0.091 0.158 -0.004
H 0.934705 -1.931435 3.245205 -0.219 -0.102 0.176
H 3.777835 0.672860 -4.039153 -0.073 -0.161 -0.189
H 1.375789 3.692994 -2.486880 -0.262 0.061 -0.086
H -0.845973 -4.353164 2.848857 -0.141 0.141 -0.310
H 0.672973 -2.178758 -2.852750 0.196 -0.062 -0.078
H 2.832542 2.638339 0.539115 -0.349 -0.123 0.341
H 0.658654 -1.437441 -4.467099 0.241 -0.253 0.210
H 1.668749 1.337282 0.703825 0.689 0.426 0.357
H -4.076253 0.495234 1.352930 0.006 -0.241 -0.339
H 0.122545 3.858638 -3.733734 0.094 -0.089 0.351
H -2.580707 2.297648 3.799036 0.142 -0.217 -0.339
H 2.472270 0.202483 -5.176322 0.274 -0.150 0.191
H -0.188613 0.382803 -4.850207 -0.153 0.277 0.099
H -0.770665 2.056060 -4.978356 0.044 -0.319 0.182
H 0.302909 -3.236497 4.287752 0.090 0.365 0.060
H 2.943455 2.348171 -1.998796 0.030 0.091 0.406
H 3.940301 2.690456 2.579144 -0.101 -0.055 0.221
H 3.749973 -0.961662 -4.742073 -0.176 0.318 0.058
H 3.518776 2.507207 3.172709 0.118 0.056 -0.214
H 2.966619 -1.154594 -2.448944 -0.137 0.173 -0.208
H -0.351060 -3.356127 1.456397 -0.207 -0.007 0.216
H -0.703370 0.428248 5.197600 -0.457 -0.118 0.104
H -4.688251 -1.524296 3.192386 0.258 -0.216 -0.193
H -0.303172 3.159937 -2.155191 0.209 0.192 -0.286
H -3.052467 -0.127222 0.013923 0.017 -0.019 -0.025
H -2.545943 1.721393 2.106451 0.157 -0.033 0.517
H -1.003285 1.984207 3.014339 -0.352 -0.016 0.061



65
Properties=species:S:1:pos:R:3:forces:R:3 method="wB97M-V/def2-TZVPD" largest_force_ev_per_a=5.92 multiplicity=5 charge=+3 orbital_gap_ev="3.39 / 3.52" lumo_energy_ev="-12.170 / -12.043"
Pm 1.427785 -0.278471 -0.376272 0.511 3.819 4.500
Se -3.553634 -0.224517 0.105806 0.753 0.773 -0.458
P 1.198291 1.307701 2.218321 -0.378 0.276 1.225
P 0.592830 -2.224211 1.368187 -0.040 -2.261 1.335
P 0.569602 2.348113 -1.022177 0.027 1.724 -1.655
O 3.789407 0.079453 -0.501382 -0.317 -0.410 -0.580
C -5.598308 -2.203046 -3.587608 0.099 -0.045 0.237
C 4.471401 0.303446 0.760456 0.701 0.104 0.519
C 2.027847 -2.919373 2.300202 0.315 0.386 -0.265
C -4.222017 -0.830799 -1.577820 -0.049 -0.575 -1.019
C 1.967807 3.518228 -1.294883 0.366 -0.304 0.241
C -0.044763 2.233956 -2.771518 -0.076 -0.572 0.245
C -0.673854 -2.116491 2.637542 -0.531 0.612 0.110
C -0.685118 3.463520 -0.346994 -0.620 -0.203 0.554
C -3.555216 -1.851919 -2.303413 -1.001 0.442 0.370
C -0.478277 1.618253 2.928777 -0.016 -0.175 -0.370
C 0.581652 -1.521783 -2.335851 2.202 -1.025 -4.265
C 1.942308 2.982404 2.354370 0.185 -0.022 -0.249
C -4.269125 -2.531245 -3.292233 -0.120 -0.040 -0.349
C -6.196774 -1.124595 -2.928807 0.468 -0.047 -0.729
C 1.981819 -1.328740 -2.333263 -3.141 -3.039 -3.070
C 0.063838 -3.733741 0.466055 -0.010 0.383 -0.480
C 2.013686 0.513390 3.667280 0.174 -0.133 -0.119
C -5.491096 -0.385313 -1.990379 0.128 -0.523 0.381
H 3.063129 0.284296 3.434078 -0.227 0.114 0.215
H 1.602222 4.410790 -1.822941 0.028 -0.280 0.175
H -3.384731 1.169037 -0.393648 -0.012 -0.260 0.416
H 1.393174 3.735186 1.779251 0.068 -0.194 0.170
H -1.565831 -1.673110 2.193937 -0.147 -0.059 0.081
H -1.037935 0.676749 3.005502 0.122 0.289 0.042
H 2.751921 3.048485 -1.907590 -0.196 0.164 0.157
H -0.373930 3.227830 -3.110862 0.150 -0.351 0.100
H 2.409268 3.818396 -0.335374 -0.083 0.002 -0.309
H 5.538613 0.133241 0.557173 -0.343 0.180 0.550
H 0.154174 -2.542708 -2.342655 0.359 0.383 1.427
H -0.111697 -4.546598 1.185649 0.080 0.234 -0.269
H 4.287370 1.337302 1.093420 0.192 -0.436 -0.248
H -0.971143 4.211643 -1.087299 0.209 -0.059 -0.104
H -1.583270 2.903834 -0.089426 -0.099 -0.034 -0.002
H 1.518513 -0.421630 3.962103 0.091 0.340 -0.062
H 1.979548 1.221247 4.508662 0.040 -0.294 -0.196
H -6.165991 -2.780327 -4.332583 0.384 0.333 0.432
H -0.364811 3.986715 0.549283 0.158 -0.018 0.061
H 1.942086 3.267838 3.413742 -0.022 0.002 -0.251
H 2.529888 -2.129220 -1.786632 0.150 0.380 -0.775
H -0.370606 2.065886 3.927724 -0.028 -0.113 -0.313
H -0.854278 -3.517492 -0.097852 0.131 -0.211 0.192
H 2.977585 2.974144 1.995389 -0.128 0.072 0.141
H 0.853411 -4.015669 -0.243625 -0.205 -0.186 0.162
H -7.197475 -0.820831 -3.198772 -0.066 0.006 0.020
H -0.359457 -1.481816 3.463748 0.022 -0.035 0.041
H -1.046153 2.295819 2.278394 0.125 -0.130 0.224
H -0.138939 -0.855095 -2.851963 0.708 0.200 0.332
H 1.699635 -3.747236 2.949685 0.044 0.322 -0.266
H -0.900488 1.541546 -2.783761 0.097 0.291 -0.210
H -5.981465 0.488939 -1.563479 0.233 -0.316 0.266
H -0.921528 -3.106677 3.022893 0.127 -0.012 -0.074
H 2.530640 -0.579195 -2.958856 -0.595 -0.030 1.082
H -3.795369 -3.340340 -3.849260 -0.061 0.216 0.165
H 0.732167 1.856893 -3.455077 -0.214 0.140 0.188
H 4.102568 -0.409853 1.521035 0.241 0.226 -0.415
H 2.509101 -2.141233 2.910040 -0.127 -0.341 -0.090
H 4.443337 -0.204714 -1.170450 -0.379 0.291 0.354
H -2.519911 -2.132304 -2.095430 -0.343 0.030 0.220
H 2.766566 -3.303990 1.581432 -0.112 -0.005 0.263